{"formula": "C28H38N4O3P2STi", "method": "wB97M-V/def2-TZVPD", "total_energy_ev": -94277.9779, "s_squared": 2.00, "spin_multiplicity": 3, "species": ["Ti", "C", "C", "C", "C", "C", "C", "C", "C", "C", "H", "H", "H", "H", "H", "H", "H", "H", "H", "H", "H", "H", "H", "H", "H", "P", "P", "N", "N", "N", "N", "C", "C", "C", "C", "C", "C", "C", "C", "C", "C", "C", "C", "C", "C", "C", "C", "C", "C", "H", "H", "H", "H", "H", "H", "H", "H", "H", "H", "H", "H", "H", "H", "H", "H", "H", "H", "H", "H", "C", "S", "O", "O", "O", "H", "H", "H"], "coordinates": [[-0.209, -1.779, 3.244], [-1.595, 1.961, 2.983], [-1.489, 1.003, 2.052], [-0.411, 0.927, 1.015], [0.832, 0.125, 1.414], [1.751, 0.749, 2.411], [1.627, 1.968, 2.955], [0.752, 3.089, 2.506], [-0.636, 3.079, 3.216], [1.005, -3.252, 3.709], [-2.407, 1.853, 3.722], [-2.233, 0.176, 2.015], [-0.113, 1.897, 0.586], [-0.870, 0.374, 0.150], [0.546, -0.981, 1.577], [1.474, 0.086, 0.496], [2.484, 0.026, 2.796], [2.127, 2.145, 3.923], [0.696, 3.209, 1.421], [1.263, 4.008, 2.833], [-0.435, 3.106, 4.303], [-1.169, 4.018, 2.999], [1.536, -3.202, 4.672], [1.731, -3.330, 2.875], [0.335, -4.139, 3.687], [1.516, -0.909, -1.356], [-2.374, 0.180, -1.311], [2.840, 0.176, -1.652], [2.200, -2.195, -2.349], [-2.508, 1.740, -2.097], [-3.813, -0.578, -1.974], [0.301, -0.126, -2.482], [-1.112, -0.746, -2.338], [4.010, 0.265, -0.869], [4.972, 0.952, -1.600], [4.385, 1.305, -2.858], [3.076, 0.846, -2.859], [2.399, -3.509, -1.905], [2.814, -4.275, -2.985], [2.925, -3.397, -4.115], [2.542, -2.132, -3.700], [-3.088, 2.915, -1.539], [-2.822, 3.983, -2.384], [-1.957, 3.492, -3.434], [-1.897, 2.111, -3.306], [-4.552, -0.153, -3.090], [-5.310, -1.206, -3.582], [-5.023, -2.358, -2.755], [-4.113, -1.943, -1.792], [0.615, -0.245, -3.535], [0.338, 0.947, -2.238], [-1.532, -0.924, -3.356], [-1.072, -1.735, -1.812], [4.007, -0.085, 0.156], [5.988, 1.175, -1.295], [4.859, 1.809, -3.687], [2.271, 1.004, -3.566], [2.222, -3.755, -0.867], [2.999, -5.337, -2.983], [3.246, -3.662, -5.109], [2.476, -1.187, -4.221], [-3.637, 2.879, -0.616], [-3.226, 4.996, -2.339], [-1.442, 4.112, -4.160], [-1.487, 1.344, -3.939], [-4.463, 0.868, -3.413], [-5.972, -1.175, -4.440], [-5.434, -3.356, -2.887], [-3.640, -2.496, -0.997], [0.284, -1.239, 7.118], [-0.112, -0.404, 5.545], [-0.178, 1.020, 5.748], [0.990, -0.841, 4.565], [-1.291, -1.117, 4.818], [-0.513, -1.113, 7.866], [1.196, -0.741, 7.460], [0.507, -2.296, 6.956]]}